Density functional theory data (ωB97M-V with the def2-TZVPD basis set) for a 8-piece molecular cluster, C66H72F16O7S overall.

Geometry (Å):
C1 4.631 1.660 5.757
O1 5.213 0.389 5.594
C2 5.800 0.120 4.329
C3 5.161 0.792 3.128
C4 5.739 0.227 1.828
C5 5.229 0.928 0.556
C6 3.760 1.336 0.607
C7 3.238 1.797 -0.748
C8 3.697 3.188 -1.211
C9 3.423 4.313 -0.216
C10 1.947 4.775 -0.209
C11 1.254 4.580 1.159
C12 0.902 5.899 1.848
C13 0.163 5.788 3.186
C14 0.529 4.586 4.061
C15 -0.187 3.275 3.773
C16 0.267 2.161 4.725
C17 -0.446 0.866 4.386
O2 -0.033 0.496 3.060
C18 -0.685 -0.463 2.377
C19 -1.825 -1.202 3.027
O3 -0.319 -0.724 1.259
O4 -1.289 5.964 3.103
C20 -1.988 5.400 2.147
O5 -1.891 5.456 0.963
S1 -3.526 4.525 2.795
O6 -3.483 4.320 4.214
O7 -4.652 5.205 2.222
C21 -3.370 2.818 1.967
F1 -2.147 2.740 1.423
F2 -3.480 1.903 2.942
C22 -4.458 2.551 0.907
F3 -4.445 3.525 0.000
F4 -5.648 2.557 1.550
C23 -4.314 1.165 0.171
F5 -4.579 1.362 -1.137
F6 -3.067 0.679 0.285
C24 -5.296 0.063 0.657
F7 -6.545 0.338 0.327
F8 -5.198 -0.109 1.971
F9 -4.947 -1.074 0.057
H1 5.296 2.471 5.444
H2 3.668 1.743 5.241
H3 4.441 1.785 6.824
H4 6.877 0.332 4.361
H5 5.710 -0.961 4.182
H6 5.327 1.873 3.119
H7 4.085 0.600 3.156
H8 5.569 -0.850 1.758
H9 6.824 0.372 1.883
H10 5.359 0.235 -0.281
H11 5.865 1.790 0.335
H12 3.171 0.469 0.925
H13 3.621 2.102 1.371
H14 2.143 1.772 -0.748
H15 3.555 1.069 -1.499
H16 4.758 3.171 -1.477
H17 3.150 3.422 -2.127
H18 3.709 4.061 0.806
H19 4.060 5.147 -0.511
H20 1.912 5.837 -0.461
H21 1.387 4.220 -0.964
H22 0.336 4.013 0.993
H23 1.902 3.984 1.804
H24 1.821 6.463 2.033
H25 0.327 6.497 1.139
H26 0.489 6.647 3.773
H27 0.305 4.876 5.093
H28 1.616 4.483 4.011
H29 -1.248 3.423 3.969
H30 0.006 2.948 2.755
H31 1.344 2.004 4.657
H32 -0.018 2.433 5.744
H33 -0.167 0.064 5.075
H34 -1.525 1.005 4.453
H35 -2.516 -0.581 3.588
H36 -2.374 -1.679 2.217
H37 -1.416 -1.999 3.651
F10 5.292 6.807 -1.125
C25 5.747 6.654 -2.388
C26 7.047 7.011 -2.681
C27 7.507 6.828 -3.977
C28 6.671 6.300 -4.951
C29 5.366 5.949 -4.629
C30 4.895 6.124 -3.336
H38 7.681 7.421 -1.906
H39 8.525 7.098 -4.225
H40 7.035 6.160 -5.960
H41 4.713 5.535 -5.385
H42 3.885 5.848 -3.059
F11 6.505 -0.756 -2.685
C31 5.858 -1.934 -2.793
C32 6.588 -3.105 -2.757
C33 5.913 -4.312 -2.864
C34 4.532 -4.333 -3.009
C35 3.822 -3.141 -3.045
C36 4.484 -1.927 -2.933
H43 7.664 -3.064 -2.647
H44 6.469 -5.239 -2.832
H45 4.011 -5.277 -3.093
H46 2.746 -3.153 -3.158
H47 3.951 -0.985 -2.950
F12 2.617 -5.316 3.266
C37 1.332 -5.703 3.136
C38 0.860 -6.723 3.937
C39 -0.464 -7.115 3.802
C40 -1.287 -6.493 2.873
C41 -0.786 -5.472 2.075
C42 0.534 -5.066 2.207
H48 1.522 -7.196 4.650
H49 -0.854 -7.908 4.425
H50 -2.318 -6.804 2.768
H51 -1.425 -4.990 1.347
H52 0.944 -4.268 1.601
F13 -7.710 -7.232 -1.479
C43 -7.421 -5.914 -1.437
C44 -8.374 -5.036 -0.962
C45 -8.071 -3.682 -0.924
C46 -6.831 -3.231 -1.359
C47 -5.891 -4.135 -1.833
C48 -6.183 -5.491 -1.876
H53 -9.334 -5.409 -0.631
H54 -8.801 -2.982 -0.554
H55 -6.602 -2.177 -1.335
H56 -4.927 -3.784 -2.178
H57 -5.464 -6.211 -2.244
F14 -10.913 -2.922 0.149
C49 -11.901 -2.203 -0.430
C50 -12.601 -1.295 0.337
C51 -13.609 -0.558 -0.267
C52 -13.903 -0.742 -1.611
C53 -13.184 -1.665 -2.358
C54 -12.169 -2.404 -1.768
H58 -12.356 -1.172 1.383
H59 -14.166 0.163 0.316
H60 -14.692 -0.167 -2.075
H61 -13.413 -1.812 -3.405
H62 -11.590 -3.125 -2.331
F15 3.619 1.813 -3.851
C55 4.124 1.870 -5.101
C56 5.449 2.223 -5.260
C57 5.967 2.285 -6.545
C58 5.162 2.003 -7.640
C59 3.832 1.654 -7.451
C60 3.301 1.582 -6.170
H63 6.055 2.444 -4.391
H64 7.005 2.554 -6.689
H65 5.571 2.055 -8.640
H66 3.201 1.436 -8.303
H67 2.269 1.307 -5.998
F16 1.289 -7.299 -1.271
C61 0.003 -7.679 -1.397
C62 -0.479 -8.697 -0.600
C63 -1.807 -9.076 -0.727
C64 -2.631 -8.440 -1.646
C65 -2.121 -7.423 -2.440
C66 -0.796 -7.033 -2.318
H68 0.179 -9.178 0.112
H69 -2.199 -9.867 -0.102
H70 -3.667 -8.737 -1.741
H71 -2.757 -6.924 -3.161
H72 -0.382 -6.236 -2.922

Calculated values
- Frontier orbital gap: 9.083 eV
- HOMO level: -9.172 eV
- E_tot: -5080.8032 Ha
- Molecular weight: 1313.3 g/mol